(1)
This record from OMol25 describes the molecule C3H6N2O. The level of theory is wB97M-V/def2-TZVPD.

The geometry in XYZ format:
```
12
Properties=species:S:1:pos:R:3:nbo_charge:R:1
C 0.93686 -1.35940 1.18106 -0.4647
N 0.07240 -1.55378 0.04958 -0.4374
C -0.30420 -0.55768 -0.62815 0.2650
N -0.08368 0.79157 -0.34859 -0.6530
C -0.50068 1.89419 -1.06446 0.5425
O -0.10856 3.01290 -0.82724 -0.5630
H 1.28947 -2.33747 1.50454 0.2139
H 1.80815 -0.75921 0.89055 0.1851
H 0.45516 -0.86730 2.02879 0.1928
H -0.70019 -0.82732 -1.59689 0.1856
H 0.48284 1.03167 0.45534 0.4124
H -1.24141 1.66747 -1.84924 0.1207
```

For the largest force on an atom, the calculation gives 0.96 eV/A. The HOMO-LUMO gap comes out at 10.70 eV. The energy above the lowest of the compared OMol25 structures with the same formula, charge and spin is 1.193 eV. Its net charge is 0. Its SMILES is C/N=C\NC=O. The HOMO energy is -9.816 eV.

(2)
This record from OMol25 describes a cluster of 11 separate species, C6H32NO11 in total in a non-equilibrium geometry. The level of theory is wB97M-V/def2-TZVPD.

The geometry in XYZ format:
```
50
Properties=species:S:1:pos:R:3:nbo_charge:R:1
C 0.22864 -0.18697 -1.67993 -0.0426
O 1.21966 0.80340 -1.58469 -0.9555
C 0.03074 -0.93006 -0.33761 -0.0684
C -1.35792 -0.38911 0.26031 -0.4036
C -1.63934 -1.06751 1.62568 -0.4744
C -1.03897 0.90035 2.93057 -0.4044
C -1.03836 -0.43227 2.87150 -0.1868
N -0.13037 -2.32961 -0.68138 -0.8705
H 0.59430 -0.96019 -2.38358 0.1411
H -0.70961 0.23794 -2.00546 0.1526
H 0.61477 -0.82147 0.58530 0.1700
H -1.26168 0.69763 0.28391 0.2013
H -2.16718 -0.55071 -0.43015 0.2042
H -1.22620 -2.10261 1.62807 0.2083
H -2.72424 -1.25443 1.59149 0.2255
H -1.47590 1.56949 2.22718 0.1977
H -0.52931 1.48353 3.67411 0.1869
H -0.32994 -1.02347 3.45153 0.2107
H -0.44876 -2.81113 0.14201 0.3769
H 0.73919 -2.75219 -0.96617 0.3562
H 1.56634 -4.41908 0.80333 0.4594
H 1.76996 -3.00532 1.49851 0.5099
O 1.10357 -3.73087 1.28615 -1.0140
H 3.60887 -1.18461 -1.58450 0.4550
H 2.59792 0.08399 -1.40503 0.5119
O 3.46261 -0.37072 -1.08629 -1.0140
H 1.51504 0.19643 2.61221 0.4854
H 2.91616 0.52260 2.13488 0.5012
O 2.44709 0.08756 2.87052 -0.9715
H -1.96803 4.01950 -0.94438 0.4807
H -1.69869 3.06450 -2.16220 0.4961
O -2.35847 3.61038 -1.71628 -0.9762
H 0.97023 4.16371 0.81033 0.4615
H 0.35108 3.43443 -0.23496 0.4837
O 0.09984 4.13479 0.39204 -0.9469
H -3.75719 0.68348 -1.37452 0.4887
H -4.44452 -0.58088 -1.96972 0.4860
O -4.28138 -0.09206 -1.15157 -0.9647
H 0.79700 1.93512 -2.46257 0.5038
H 1.20312 2.67211 -3.81368 0.4570
O 0.47928 2.61309 -3.17484 -1.0522
H -2.32016 -2.39664 -2.08061 0.4928
H -3.49220 -2.00175 -1.21443 0.4768
O -3.28301 -2.54827 -1.98759 -0.9783
H 2.01422 2.34793 1.12109 0.4432
H 1.88840 1.48093 -0.22754 0.5167
O 2.51030 1.80749 0.49455 -1.0102
H 2.90686 -1.37121 0.36802 0.5078
H 3.06053 -1.27316 1.84409 0.4924
O 2.98574 -1.96405 1.15231 -1.0071
```

For the largest force on an atom, the calculation gives 3.39 eV/A. The HOMO-LUMO gap comes out at 8.61 eV. The energy above the lowest of the compared OMol25 structures with the same formula, charge and spin is 1.086 eV. Its net charge is -1. The HOMO energy is -5.770 eV.

(3)
This record from OMol25 describes the ion C20H24N3O5 with charge +1 in a non-equilibrium geometry. The level of theory is wB97M-V/def2-TZVPD.

The geometry in XYZ format:
```
52
Properties=species:S:1:pos:R:3:nbo_charge:R:1
C 2.97656 -3.11894 1.65452 -0.7215
C 3.91871 -2.64314 0.37075 0.7990
O 5.18195 -2.31221 0.65353 -0.5538
O 3.30161 -2.67467 -0.96619 -0.5539
C 3.36806 -1.34448 -1.62685 -0.1186
C 1.95300 -0.49912 -1.55468 -0.1170
O 2.10181 0.88807 -1.08288 -0.5290
C 1.72593 0.90829 0.33967 0.7393
O 2.44673 0.11775 1.17261 -0.5050
C 0.56118 1.83138 1.03299 -0.0435
C 0.57633 3.47165 0.96081 0.0264
C 1.78638 4.23210 0.12265 -0.2779
N 1.29284 4.30011 -1.33690 -0.7831
C -0.62204 4.33544 1.72201 0.0486
N -1.74489 3.61198 2.47257 -0.5058
C -1.81800 2.07204 2.53839 0.0555
C -0.66805 1.08860 1.82583 0.0614
C -0.84800 -0.56896 1.94515 -0.4408
C -2.49159 -0.82076 1.80022 -0.5120
C -2.89352 -2.38531 1.52646 0.6569
O -3.23831 -3.12809 2.61410 -0.5256
N -2.87532 -3.10931 0.19899 -0.6396
C -2.67637 -2.18239 -0.97916 0.1396
C -3.68053 -0.98134 -1.46530 -0.2799
C -3.27385 -0.07362 -2.80938 -0.2031
C -1.91391 -0.35565 -3.70965 -0.2503
C -0.92829 -1.58363 -3.25371 -0.2266
C -1.30578 -2.45456 -1.89726 -0.2946
H 2.76244 -4.26773 1.58355 0.2510
H 1.95704 -2.51981 1.63662 0.2155
H 3.48751 -2.90687 2.69315 0.2632
H 4.27342 -0.69102 -1.21455 0.2408
H 3.59523 -1.55031 -2.76141 0.2145
H 1.54504 -0.43105 -2.67366 0.2231
H 1.12066 -1.09077 -0.95473 0.2124
H 2.79423 3.63722 0.09767 0.2543
H 1.92100 5.34933 0.46390 0.2412
H 1.49405 3.34474 -1.73080 0.3705
H 0.23020 4.32503 -1.28162 0.3541
H -0.65065 5.50876 1.68446 0.2797
H -2.49802 4.20317 2.93699 0.4653
H -2.74052 1.64062 3.12077 0.2754
H -0.59032 -0.88481 3.05552 0.2764
H -0.22012 -1.14496 1.14303 0.2607
H -2.96289 -0.04494 1.06223 0.2519
H -2.92815 -0.54961 2.87772 0.2452
H -2.00888 -3.72515 0.24497 0.4159
H -4.67263 -0.74439 -0.85566 0.2530
H -3.97237 0.79864 -3.18247 0.2457
H -1.65102 0.28630 -4.68011 0.2560
H 0.04192 -1.83238 -3.90193 0.2481
H -0.53986 -3.33123 -1.63292 0.2409
```

For the largest force on an atom, the calculation gives 8.91 eV/A. The HOMO-LUMO gap comes out at 5.45 eV. Its net charge is +1. Its SMILES is CC(=O)OCCOC(=O)c1c(CN)c[nH+]cc1CCC(=O)Nc1ccccc1. The HOMO energy is -11.113 eV.